(1)
DFT (ωB97M-V/def2-TZVPD) results for the molecule C3H7NO2 at a distorted geometry.

```
13
C3H7NO2 | OMol25 | ωB97M-V/def2-TZVPD
C 0.41572 0.41831 -0.38699
C 0.43727 1.87470 -0.08721
N 0.75719 -0.51444 0.45878
C -0.29868 -1.86468 0.26771
O -1.28887 -1.01345 -0.76949
O -0.78805 -2.24271 1.30639
H -2.08939 -0.82807 -0.25468
H 0.78690 -0.25256 1.44157
H 0.47632 0.16561 -1.43936
H 0.24055 -2.49536 -0.44813
H -0.41071 2.36242 -0.56704
H 1.34592 2.31663 -0.50935
H 0.41584 2.07361 0.98780
```

Calculated values
HOMO-LUMO gap = 9.648 eV
E_LUMO = 0.3 eV
HOMO level = -9.388 eV
Net charge = 0
Relative energy (zero: lowest compared OMol25 entry of this formula, charge and spin) = 75.1 kcal/mol


(2)
DFT (ωB97M-V/def2-TZVPD) results for C41H47As2FN9O4Ru as an isolated structure at a distorted geometry.

```
105
C41H47As2FN9O4Ru | OMol25 | ωB97M-V/def2-TZVPD
Ru 0.74504 -2.32294 -0.93146
C -0.21506 -1.54724 3.22114
As 0.91244 -2.23164 1.74494
C 1.18164 -4.04004 2.46014
C 2.68044 -1.46604 2.09954
C 2.95634 -0.86604 3.32634
C 4.18754 -0.28274 3.57074
C 5.16434 -0.29914 2.58914
C 4.90844 -0.90904 1.37234
C 3.67194 -1.49614 1.10924
As 3.30054 -2.31994 -0.64196
C 4.71074 -1.60554 -1.80746
C 4.06874 -4.10874 -0.40136
H 0.13584 -1.90014 4.19224
H -1.21806 -1.94404 3.04494
H -0.26056 -0.45704 3.20864
H 1.64324 -4.01514 3.44914
H 1.81844 -4.61454 1.78944
H 0.21464 -4.54214 2.52884
H 2.19994 -0.85564 4.10264
H 4.38104 0.18756 4.52314
H 6.12304 0.16376 2.77214
H 5.68614 -0.92834 0.61784
H 5.69644 -1.95194 -1.48156
H 4.69214 -0.51504 -1.84526
H 4.52134 -1.99584 -2.81006
H 5.06974 -4.05904 0.03484
H 4.12594 -4.57544 -1.38756
H 3.43254 -4.72674 0.23034
C 2.32314 3.72826 -5.48006
C 0.89184 3.47946 -5.01356
N 0.84314 2.53456 -3.91476
C 0.67374 1.21226 -4.23256
C 0.62514 0.23006 -3.28576
C 0.44714 -1.23954 -3.76396
O -0.37406 -1.38464 -4.64926
O 1.19944 -2.06404 -3.19326
C 0.71314 0.53326 -1.90376
O 0.59454 -0.34984 -0.94216
C 0.91374 1.91526 -1.58196
C 1.00344 2.32176 -0.24346
C 1.11104 3.66056 0.08584
F 1.11824 3.94916 1.41454
C 1.21684 4.65496 -0.87456
C 1.19724 4.23736 -2.22726
C 0.99294 2.91226 -2.59576
N 1.37884 6.03206 -0.59406
C 0.54904 6.98556 -1.30746
C 1.39024 8.25426 -1.54916
N 2.44224 8.31276 -0.49956
C 1.86824 7.95856 0.81934
C 1.55444 6.45336 0.78964
H 2.32704 4.40816 -6.32636
H 2.77994 2.79366 -5.79336
H 2.92464 4.15546 -4.68236
H 0.31194 3.06656 -5.84046
H 0.41004 4.41206 -4.71486
H 0.58564 0.96476 -5.27886
H 0.95104 1.58776 0.54544
H 1.35804 4.98816 -2.98226
H -0.35376 7.23516 -0.73366
H 0.21874 6.57216 -2.25756
H 0.76664 9.14796 -1.49386
H 1.88094 8.22676 -2.52236
H 2.89394 9.23246 -0.48656
H 3.13724 7.58496 -0.71846
H 0.96894 8.55636 0.97914
H 2.58334 8.18596 1.61184
H 0.67394 6.26356 1.41764
H 2.39094 5.89676 1.21334
C -4.89176 -5.77984 4.48264
C -5.21096 -4.58714 3.65064
C -4.26516 -3.58964 3.42154
C -4.56956 -2.46344 2.68654
C -5.84646 -2.30814 2.14184
N -6.23396 -1.18114 1.42534
C -5.49876 -0.11204 0.97304
O -5.96876 0.99466 0.88934
N -4.16616 -0.33774 0.62984
C -3.60116 -1.40044 -0.05766
C -4.32786 -2.47504 -0.57846
C -3.64846 -3.43794 -1.30316
C -2.27976 -3.32394 -1.49706
N -1.57946 -2.32084 -0.97306
C -2.21806 -1.39154 -0.27076
C -6.80336 -3.30624 2.36704
C -6.48766 -4.42194 3.10584
H -3.87556 -5.73504 4.86594
H -5.00676 -6.69504 3.90124
H -5.58216 -5.84284 5.32444
H -3.27926 -3.68944 3.85234
H -3.83206 -1.68474 2.57694
H -7.22606 -0.97104 1.45204
H -3.66316 0.53706 0.54104
H -5.39886 -2.53824 -0.46696
H -4.18086 -4.27064 -1.73386
H -1.73776 -4.03644 -2.10516
H -1.61276 -0.57594 0.11684
H -7.79736 -3.19154 1.96274
H -7.23536 -5.18014 3.28054
N 0.70264 -4.21804 -0.88336
C 0.43114 -5.36894 -0.79456
N 0.33064 -6.59084 -0.75926
C -0.40536 -7.52324 -0.27226
N -1.05116 -8.36444 0.17364
```

Calculated values
HOMO-LUMO gap (alpha / beta) = 6.131 / 5.654 eV
E_LUMO (alpha / beta) = -5.4 / -5.8 eV
HOMO level (alpha / beta) = -11.495 / -11.495 eV
Multiplicity = 2
Net charge = +2
Relative energy (zero: lowest compared OMol25 entry of this formula, charge and spin) = 31.7 kcal/mol


(3)
DFT (ωB97M-V/def2-TZVPD) results for a 5-piece molecular cluster, C34H43FNO3 overall at a distorted geometry.

```
82
C34H43FNO3 | OMol25 | ωB97M-V/def2-TZVPD
C 2.69261 -6.04484 -0.85301
C 2.74074 -5.34447 -1.99805
C 2.06579 -4.02554 -2.21007
N 0.74565 -3.91065 -1.51728
C 0.61377 -3.16203 -0.24620
C 1.74482 -3.17190 0.76501
O 1.32183 -2.42148 1.87821
O 1.18219 -1.09435 1.44926
C -0.79985 -3.61189 0.16699
C -1.55692 -3.33865 -1.19686
C -2.14539 -1.91989 -1.11971
C -3.21960 -1.77671 -0.07020
F -4.31729 -2.54028 -0.46417
C -0.46228 -3.40862 -2.30119
O -0.27166 -2.25497 -3.02096
H 1.70963 -6.27669 -0.43866
H 3.56349 -6.37088 -0.30118
H 3.31521 -5.74876 -2.82485
H 2.74354 -3.27297 -1.81795
H 1.96290 -3.78726 -3.26722
H 0.45637 -4.88112 -1.36294
H 0.48867 -2.12929 -0.57925
H 2.63183 -2.67152 0.36894
H 2.03647 -4.16264 1.10101
H 1.84522 -0.54756 1.90368
H -0.65976 -4.67762 0.36655
H -1.12501 -3.04145 1.02329
H -2.32228 -4.08404 -1.37298
H -2.61128 -1.71676 -2.08318
H -1.37847 -1.16464 -0.96115
H -2.93166 -2.12661 0.92132
H -3.53249 -0.73995 0.03956
H -0.64594 -4.22209 -3.01089
H 0.16705 -2.50752 -3.84725
C -3.92973 -3.43875 3.73706
C -4.93553 -2.91548 2.93502
C -5.92247 -2.11512 3.49118
C -5.89962 -1.82870 4.84913
C -4.89325 -2.35026 5.65136
C -3.91022 -3.15848 5.09677
H -3.16020 -4.06692 3.30299
H -4.95323 -3.13161 1.87373
H -6.70851 -1.71273 2.86479
H -6.66632 -1.19915 5.28218
H -4.87528 -2.12656 6.71011
H -3.12893 -3.56850 5.72392
C -6.69741 3.21845 2.57848
C -6.96746 3.64113 1.28392
C -6.63197 2.83493 0.20516
C -6.03364 1.60124 0.42186
C -5.76655 1.17757 1.71684
C -6.09471 1.98713 2.79513
H -6.95698 3.84907 3.41894
H -7.43994 4.60023 1.11574
H -6.83802 3.16742 -0.80416
H -5.77681 0.96943 -0.42015
H -5.30172 0.21371 1.88722
H -5.88153 1.65745 3.80435
C 2.57721 1.83915 -0.14727
C 2.31486 3.16611 -0.45872
C 3.36349 4.06294 -0.60448
C 4.67409 3.63160 -0.44743
C 4.93664 2.30433 -0.13931
C 3.88764 1.40845 0.01449
H 1.75771 1.13843 -0.03133
H 1.29361 3.50128 -0.58682
H 3.16046 5.09951 -0.84108
H 5.49114 4.33191 -0.56556
H 5.95864 1.96862 -0.01853
H 4.09316 0.37244 0.25981
C 6.10304 5.93826 -3.10673
C 5.84116 7.26523 -3.41882
C 6.88914 8.16347 -3.56413
C 8.19929 7.73269 -3.40582
C 8.46122 6.40514 -3.09699
C 7.41295 5.50843 -2.94363
H 5.28512 5.23750 -2.99091
H 4.81966 7.59986 -3.54842
H 6.68520 9.19956 -3.80156
H 9.01655 8.43241 -3.52349
H 9.48315 6.06948 -2.97537
H 7.61702 4.47333 -2.69807
```

Calculated values
HOMO-LUMO gap = 7.235 eV
E_LUMO = -3.4 eV
HOMO level = -10.669 eV
Net charge = +1


(4)
DFT (ωB97M-V/def2-TZVPD) results for a 2-piece molecular cluster, C2H9N2O overall at a distorted geometry.

```
14
C2H9N2O | OMol25 | ωB97M-V/def2-TZVPD
C 0.59839 0.09850 0.93508
C -0.39774 0.95595 0.65500
N -1.01258 0.86131 -0.70022
N 1.75708 0.17734 1.63063
H 0.47948 -0.91232 0.53221
H -0.64221 1.89857 1.10974
H -1.94162 1.28180 -0.71466
H -1.06533 -0.12511 -1.04085
H -0.43598 1.37588 -1.37398
H 1.97515 0.98097 2.19614
H 2.05558 -0.73418 1.93522
H -0.72440 -2.57236 -1.52025
H -0.66609 -1.65153 -2.75892
O -0.66922 -1.65000 -1.79501
```

Calculated values
HOMO-LUMO gap = 9.631 eV
E_LUMO = -3.2 eV
HOMO level = -12.868 eV
Net charge = +1
Relative energy (zero: lowest compared OMol25 entry of this formula, charge and spin) = 40.5 kcal/mol